Record 1
{
  "formula": "C39H37N6O2PdS2",
  "method": "wB97M-V/def2-TZVPD",
  "species": ["Pd", "C", "C", "C", "C", "C", "C", "C", "S", "O", "O", "N", "C", "C", "C", "C", "C", "C", "C", "C", "N", "C", "H", "H", "H", "H", "H", "H", "H", "H", "H", "H", "H", "H", "H", "C", "C", "C", "C", "C", "C", "C", "C", "C", "C", "H", "H", "H", "H", "H", "H", "H", "H", "H", "H", "H", "H", "N", "C", "C", "N", "C", "H", "H", "H", "H", "S", "C", "C", "C", "N", "C", "C", "C", "C", "C", "N", "C", "C", "H", "H", "H", "H", "H", "H", "H", "H"],
  "xyz": [[-0.261084, 0.414976, -0.853455], [7.522697, 1.935422, 0.041059], [6.132690, 1.959695, -0.543926], [5.238827, 0.925336, -0.285473], [3.946778, 0.943584, -0.793449], [3.552250, 2.016642, -1.578499], [4.421864, 3.066147, -1.846948], [5.708434, 3.030179, -1.329572], [1.895888, 2.088806, -2.197009], [1.149581, 2.879265, -1.249582], [1.979447, 2.666641, -3.529687], [1.378467, 0.570912, -2.205965], [1.773279, -0.283053, -3.234541], [2.869611, -0.088587, -4.065097], [3.258580, -1.032553, -5.035588], [2.590055, -2.206519, -5.207104], [1.465827, -2.464463, -4.390193], [0.727778, -3.666693, -4.491743], [-0.354118, -3.876148, -3.695629], [-0.722725, -2.851119, -2.793181], [-0.068769, -1.735344, -2.675342], [1.035898, -1.515980, -3.425714], [7.927381, 0.922094, 0.054483], [7.518689, 2.299307, 1.071999], [8.203947, 2.568130, -0.530240], [5.551978, 0.091945, 0.336050], [3.220504, 0.173118, -0.543800], [4.091723, 3.888910, -2.470440], [6.395831, 3.844158, -1.539646], [3.450026, 0.814324, -3.971905], [4.124794, -0.814709, -5.650907], [2.900355, -2.937540, -5.945627], [1.043999, -4.414343, -5.211605], [-0.926934, -4.794072, -3.746250], [-1.592187, -2.971226, -2.147478], [0.617043, 0.283458, 2.864627], [0.728075, -0.897271, 1.892391], [1.980718, -1.682359, 2.296226], [0.963065, -0.449800, 0.456997], [-0.476521, -1.851129, 2.063842], [-1.541124, -1.632974, 2.947481], [-2.642225, -2.497973, 3.011137], [-2.709442, -3.616262, 2.203394], [-1.641652, -3.865879, 1.325349], [-0.566445, -3.003243, 1.259191], [1.519953, 0.884211, 2.754252], [0.524364, -0.041188, 3.912794], [-0.234287, 0.924753, 2.630872], [2.849215, -1.029213, 2.170047], [2.121100, -2.560358, 1.660489], [1.922922, -2.014863, 3.341169], [1.524774, -1.202310, -0.111234], [-1.523482, -0.772274, 3.607585], [-3.450418, -2.279049, 3.703465], [-3.558798, -4.288411, 2.251574], [-1.663469, -4.742496, 0.684505], [0.220155, -3.180005, 0.531908], [-3.392574, 1.386414, -3.773109], [-2.535257, 2.373991, -4.215984], [-1.432809, 2.279583, -3.425278], [-1.601194, 1.257450, -2.509677], [-2.781032, 0.747011, -2.746935], [-4.304246, 1.179548, -4.135744], [-2.782682, 3.030333, -5.033074], [-0.520615, 2.855138, -3.464286], [-3.217956, -0.090247, -2.225871], [-5.477431, 2.080821, 2.742355], [-4.056074, 1.559724, 1.799378], [-3.985806, 0.285688, 1.285833], [-2.822522, -0.113957, 0.637145], [-1.786645, 0.698005, 0.445680], [-1.863662, 1.946141, 0.927432], [-2.974601, 2.409343, 1.612747], [-4.945761, 1.466888, 4.335134], [-4.125101, 2.226784, 5.148648], [-3.722849, 1.697058, 6.369350], [-4.088314, 0.495251, 6.807479], [-4.877354, -0.225229, 6.014998], [-5.332648, 0.214426, 4.777042], [-4.799842, -0.414951, 1.419256], [-2.696466, -1.129876, 0.284382], [-1.000402, 2.569638, 0.743053], [-2.990715, 3.421399, 1.996110], [-3.797365, 3.209857, 4.836470], [-3.073183, 2.268740, 7.022987], [-5.157719, -1.206986, 6.381377], [-5.972059, -0.410595, 4.167047]],
  "atomic_forces_ev_per_a": [[-0.32, -0.70, 0.22], [-0.03, 0.01, -0.02], [0.03, 0.01, 0.01], [-0.01, 0.00, 0.01], [0.04, 0.06, 0.05], [0.19, 0.02, 0.07], [0.03, -0.13, -0.03], [0.01, 0.02, 0.00], [0.21, 0.03, -0.27], [-0.17, -0.09, 0.07], [0.04, -0.07, -0.03], [0.08, 0.10, -0.90], [0.00, 0.13, 0.42], [0.01, -0.07, -0.01], [0.04, 0.21, 0.12], [-0.10, -0.11, 0.01], [0.00, 0.00, 0.02], [0.11, 0.02, -0.10], [-0.19, 0.01, 0.17], [-0.09, -0.22, -0.07], [0.08, 0.21, 0.08], [0.03, 0.05, -0.05], [-0.01, 0.02, 0.00], [-0.01, 0.00, -0.02], [-0.01, -0.01, 0.01], [-0.01, 0.01, -0.02], [-0.02, 0.04, 0.03], [0.01, -0.04, 0.03], [-0.02, -0.03, 0.00], [0.03, 0.04, -0.03], [-0.01, 0.04, 0.03], [-0.02, 0.01, 0.03], [0.01, 0.01, 0.00], [0.00, 0.02, 0.01], [0.03, -0.03, -0.03], [0.03, 0.04, 0.05], [-0.60, -0.35, -0.33], [0.15, -0.10, 0.15], [0.78, 0.77, 0.38], [-0.14, -0.08, 0.11], [0.07, -0.12, -0.01], [0.13, 0.15, 0.00], [0.21, 0.00, -0.14], [-0.19, -0.01, 0.09], [0.01, 0.17, -0.06], [-0.03, 0.01, 0.00], [0.03, 0.03, -0.10], [0.01, -0.02, 0.01], [-0.03, -0.04, 0.01], [-0.02, 0.04, 0.03], [0.02, 0.02, -0.06], [-0.24, -0.26, -0.12], [-0.02, -0.04, -0.05], [0.03, 0.01, -0.01], [0.03, 0.01, -0.01], [0.00, 0.03, 0.03], [-0.02, 0.04, 0.03], [-0.02, 0.07, -0.03], [-0.06, -0.10, 0.06], [0.12, -0.11, 0.13], [-0.14, 0.33, -0.16], [0.09, 0.03, -0.09], [-0.01, -0.02, -0.02], [0.01, -0.05, 0.04], [-0.05, -0.04, 0.05], [0.00, 0.04, 0.00], [-0.06, 0.03, 0.02], [0.01, 0.14, 0.10], [0.04, -0.36, -0.15], [-0.15, -0.25, 0.01], [-0.03, 0.16, 0.23], [-0.25, 0.13, 0.10], [0.21, 0.18, -0.06], [-0.02, 0.03, -0.15], [0.16, 0.10, 0.19], [-0.04, 0.04, -0.12], [-0.01, -0.01, 0.00], [-0.02, 0.05, -0.11], [-0.07, -0.21, 0.12], [0.05, -0.01, -0.01], [-0.04, -0.01, 0.00], [0.06, 0.04, 0.01], [0.02, -0.04, -0.01], [0.01, -0.02, 0.02], [-0.01, 0.00, -0.01], [-0.01, 0.01, -0.01], [0.03, -0.01, 0.02]],
  "lowdin_charge": [0.7578, -0.0656, -0.2865, -0.0369, -0.0387, -0.2832, -0.0580, -0.0563, 0.5415, -0.3441, -0.3408, -0.2198, -0.2315, -0.0334, -0.0921, -0.0800, -0.1690, -0.0420, -0.0754, -0.1605, 0.1027, -0.1512, 0.0716, 0.0774, 0.0674, 0.1098, 0.0749, 0.1113, 0.1025, 0.0899, 0.0982, 0.0972, 0.1067, 0.0912, 0.0963, -0.0925, -0.6372, -0.0866, -0.2212, -0.1755, -0.0648, -0.1252, -0.1300, -0.1097, -0.0577, 0.0748, 0.0721, 0.0474, 0.0728, 0.0680, 0.0804, -0.0181, 0.0951, 0.0834, 0.0833, 0.0897, 0.1035, 0.0412, -0.0987, -0.1096, -0.0042, -0.1965, 0.1389, 0.1014, 0.0840, 0.1139, 0.9634, -0.5249, -0.0736, -0.1256, -0.0534, -0.1077, -0.0656, -0.5220, -0.0791, -0.1419, 0.0584, -0.1480, -0.0888, 0.1082, 0.1125, 0.1145, 0.1049, 0.1038, 0.1043, 0.1041, 0.1026],
  "e_homo_ha": [-0.049, -0.049],
  "total_charge": -1,
  "orbital_gap_ev": [3.4, 3.4],
  "fmax_ev_per_a": 1.2
}

=====

Record 2
{
  "formula": "C3H10N4S",
  "method": "wB97M-V/def2-TZVPD",
  "species": ["H", "N", "C", "N", "C", "N", "N", "C", "S", "H", "H", "H", "H", "H", "H", "H", "H", "H"],
  "xyz": [[1.103065, -2.194019, -0.678270], [1.428375, -1.083939, -0.419460], [0.480649, -0.264450, -0.127802], [-0.889096, -0.690001, 0.122861], [-1.169536, -2.079114, 0.412333], [-1.733441, 0.005459, 1.116836], [0.626744, 1.142739, 0.082568], [1.852789, 1.766493, -0.289595], [-0.853536, 1.856136, -0.662638], [-2.249509, -2.281001, 0.884151], [-1.266643, -2.504161, -0.754262], [-0.302093, -2.503019, 1.019857], [-2.010830, 0.839197, 0.520659], [-1.113975, 0.515748, 1.855569], [1.765040, 2.812175, 0.006770], [2.647580, 1.194604, 0.298743], [2.219744, 1.747616, -1.423292], [-0.535328, 1.719536, -1.965026]],
  "atomic_forces_ev_per_a": [[0.79, 4.34, 1.46], [-1.17, -2.11, -1.38], [-1.22, -2.27, 1.04], [-0.46, 0.69, 2.16], [-0.59, -2.15, -3.02], [1.71, 2.91, -0.09], [-2.62, -1.17, -1.66], [2.52, -0.41, -0.96], [1.98, 1.59, -0.52], [2.81, 0.88, -0.97], [0.58, -0.04, 3.23], [-1.33, -0.11, -0.79], [-0.54, -1.43, 1.48], [-0.97, -1.37, -1.42], [0.35, -0.12, 0.08], [-0.81, 1.09, -0.77], [-1.21, -0.28, 2.10], [0.18, -0.05, 0.02]],
  "nbo_charge": [0.3804, -0.7492, 0.5500, -0.3634, -0.4323, -0.6562, -0.5419, -0.4254, 0.1611, 0.2550, 0.1900, 0.1971, 0.3470, 0.3368, 0.2157, 0.2345, 0.1904, 0.1106],
  "smiles": "[H]/N=C(\\N(C)N)N(C)S",
  "e_homo_ha": -0.321,
  "orbital_gap_ev": 9.3,
  "fmax_ev_per_a": 4.7
}

=====

Record 3
{
  "formula": "C3H12NO2",
  "method": "wB97M-V/def2-TZVPD",
  "species": ["C", "C", "C", "N", "H", "H", "H", "H", "H", "H", "H", "H", "H", "H", "O", "H", "H", "O"],
  "xyz": [[1.944318, -2.162000, 1.052362], [0.552049, -1.649583, 1.346468], [0.305100, -0.366513, 1.726486], [0.185509, 0.817799, 0.918454], [2.671521, -1.615386, 0.430549], [1.846523, -3.193680, 0.683114], [2.526325, -2.262969, 2.008684], [-0.244855, -2.376974, 1.201428], [-0.171950, -0.298116, 2.739961], [0.043228, 1.630015, 1.531975], [-0.674246, 0.761876, 0.209461], [1.075454, 0.950980, 0.416518], [-1.323565, 0.930524, -2.012443], [-1.855744, -0.188365, -1.251829], [-1.123447, 0.433306, -1.189795], [-2.502254, 2.976297, -3.712334], [-1.278249, 3.144153, -3.027651], [-1.975719, 2.468635, -3.071408]],
  "atomic_forces_ev_per_a": [[-0.68, -1.15, -0.15], [3.58, -1.32, -1.87], [-2.88, 1.39, 1.80], [1.47, 0.01, 1.40], [-0.58, 0.48, 0.02], [0.14, 0.39, -0.02], [-0.65, 0.23, -0.08], [-0.29, -0.27, 1.14], [-0.05, 0.10, -0.84], [0.09, 0.07, -0.06], [0.50, -0.17, -1.10], [-0.40, 0.32, -0.59], [0.30, 0.98, 0.03], [-0.26, -0.49, 0.36], [-0.51, -0.37, -0.20], [-0.69, -0.90, 0.02], [0.34, -0.47, 0.47], [0.56, 1.17, -0.31]],
  "nbo_charge": [-0.7482, 0.1888, 0.1266, -0.7377, 0.3211, 0.2983, 0.3569, 0.3063, 0.2985, 0.4766, 0.5156, 0.4729, 0.5635, 0.5152, -0.9684, 0.5101, 0.4795, -0.9755],
  "e_homo_ha": [-0.658, -0.658],
  "s_squared": 0.756,
  "total_charge": 2,
  "orbital_gap_ev": [6.3, 5.9],
  "fmax_ev_per_a": 4.2,
  "spin_multiplicity": 2
}

=====

Q: What is the formula in the second record?
A: C3H10N4S